One molecule with the formula C2HF2IO at a distorted geometry. Source: OMol25; level of theory: ωB97M-V with the def2-TZVPD basis set.

* SMILES: O=CC(F)(F)I
* calculated total energy: -17671.4037 eV
* lowest unoccupied orbital energy: 0.12 eV
* charge: 0
* relative energy (zero: lowest compared OMol25 entry of this formula, charge and spin): 23.4 kcal/mol
* molecular weight: 205.9 g mol⁻¹
* frontier orbital gap: 10.04 eV
* maximum force: 4.38 eV/A

```
7
Properties=species:S:1:pos:R:3:forces:R:3
C -0.222766 0.687464 0.957904 0.3 1.8 -4.0
C -1.599470 1.279102 -0.068656 1.7 -1.0 1.4
O -0.273345 -0.403130 1.356828 -0.1 -1.2 1.2
F -1.466537 1.649642 -1.375635 0.7 -0.2 1.2
F -1.978729 2.344380 0.627393 -0.5 0.9 0.0
I -2.955456 -0.313176 0.047817 -0.9 -0.3 -0.2
H 0.744211 1.293643 0.926221 -1.2 0.0 0.4
```
Forces are in eV/Å.